(1)
# C14H21N3O4S

C14H21N3O4S in the gas phase (ωB97M-V with the def2-TZVPD basis set, the Open Molecules 2025 dataset).

The geometry in XYZ format:
```
43
Properties=species:S:1:pos:R:3:forces:R:3:nbo_charge:R:1
C -2.2567 2.3559 -0.0528 0.39 0.06 0.25 -0.62
C -1.2319 2.9136 0.9226 -0.37 0.21 -0.08 -0.06
O -0.2167 1.9424 1.0844 0.22 -0.14 0.14 -0.52
C 0.9442 2.3014 1.6894 0.15 -0.07 0.11 0.37
C 1.1395 3.4770 2.4026 -0.23 -0.03 -0.14 -0.30
C 2.3399 3.7179 3.0524 0.11 -0.01 0.04 -0.21
C 3.3598 2.7880 3.0085 0.02 0.07 0.10 -0.23
C 3.1861 1.6198 2.2856 -0.17 -0.01 -0.11 -0.21
C 2.0009 1.3752 1.6130 -0.18 0.24 -0.05 0.08
N 1.8122 0.1803 0.8996 0.06 -0.14 0.33 -0.65
C 1.3386 0.1645 -0.3971 0.32 -0.31 -0.23 0.80
O 1.2524 1.1487 -1.0946 -0.08 0.27 -0.11 -0.63
N 1.0479 -1.1094 -0.8617 0.09 0.03 -0.05 -0.47
C 0.4624 -2.1123 0.0084 -0.33 -0.02 0.26 -0.23
C -1.0578 -1.9015 0.0864 0.33 -0.30 0.55 -0.25
N -1.6535 -1.8690 -1.2238 -0.59 -0.73 -0.31 -0.69
S -2.4656 -3.1915 -1.7766 0.24 -0.22 -0.04 2.33
C -1.2421 -4.4208 -2.3316 -0.69 0.68 0.30 -0.87
O -3.1574 -3.7588 -0.6582 0.19 -0.11 0.17 -0.95
O -3.2060 -2.7858 -2.9317 0.19 0.08 -0.24 -0.94
C -1.0245 -0.9797 -2.1695 0.36 0.23 -0.51 -0.25
C 0.4954 -1.1781 -2.2050 -0.10 0.29 -0.19 -0.24
H -3.0655 3.0685 -0.1869 -0.10 0.05 -0.02 0.22
H -2.6655 1.4202 0.3201 -0.09 -0.09 0.03 0.21
H -1.7790 2.1743 -1.0118 0.01 -0.01 -0.11 0.22
H -1.7027 3.1290 1.8933 0.12 0.03 -0.12 0.17
H -0.8033 3.8408 0.5221 0.00 -0.08 0.10 0.18
H 0.3486 4.2066 2.4746 -0.10 0.03 -0.02 0.22
H 2.4662 4.6371 3.6040 0.01 0.08 0.04 0.21
H 4.2894 2.9692 3.5253 0.08 0.02 0.04 0.21
H 3.9802 0.8883 2.2333 0.08 -0.07 -0.06 0.21
H 2.3739 -0.6017 1.1995 -0.13 0.03 -0.09 0.40
H 0.8847 -2.0511 1.0102 -0.03 -0.10 -0.09 0.22
H 0.6971 -3.0957 -0.4118 -0.01 0.03 0.10 0.19
H -1.5521 -2.6981 0.6421 0.10 0.14 0.19 0.24
H -1.2469 -0.9407 0.5805 -0.02 -0.07 0.00 0.21
H -0.6405 -4.7232 -1.4855 0.13 -0.03 0.15 0.23
H -0.6461 -3.9882 -3.1234 0.13 0.09 -0.13 0.23
H -1.8092 -5.2625 -2.7075 -0.13 -0.13 -0.06 0.25
H -1.4842 -1.1649 -3.1396 0.10 0.22 -0.06 0.24
H -1.2295 0.0521 -1.8656 -0.01 -0.07 -0.06 0.22
H 0.9554 -0.3861 -2.7969 -0.05 -0.16 -0.02 0.25
H 0.7620 -2.1517 -2.6263 -0.03 0.04 -0.02 0.19
```
Forces are in eV/Å.

As for the gap between HOMO and LUMO: 8.9 eV. As for the SMILES: CCOc1ccccc1NC(=O)N1CCN(S(C)(=O)=O)CC1. The total charge is 0. For the HOMO energy, the calculation gives -8.281 eV. Its LUMO energy is 0.57 eV.

(2)
# C14H21N3O5S2

C14H21N3O5S2 in the gas phase (ωB97M-V with the def2-TZVPD basis set, the Open Molecules 2025 dataset).

The geometry in XYZ format:
```
45
Properties=species:S:1:pos:R:3:forces:R:3:nbo_charge:R:1
C -1.2027 -2.6670 0.2073 -0.11 -0.26 0.15 -0.27
O -0.1313 -1.9709 -0.4246 -0.06 0.13 -0.23 -0.51
C 1.0839 -2.2524 0.0389 0.20 -0.15 -0.27 0.82
O 1.3209 -3.0815 0.8740 -0.03 -0.09 0.05 -0.60
C 2.1645 -1.4643 -0.7179 0.04 -0.03 0.52 -0.14
C 3.4958 -1.5616 0.0369 -0.12 -0.12 -0.20 -0.43
C 4.6950 -1.1190 -0.7837 -0.13 0.50 0.05 -0.51
S 4.6590 0.6261 -1.3263 0.46 0.02 -0.09 0.15
C 4.7410 1.4704 0.2767 -0.17 -0.36 -0.38 -0.74
N 1.7068 -0.1059 -0.9098 -0.18 -0.04 -0.20 -0.63
C 1.2215 0.5808 0.1628 0.27 0.27 -0.67 0.79
O 1.0286 0.0645 1.2456 -0.07 -0.12 0.50 -0.67
N 0.9795 1.9173 -0.0856 0.22 0.25 -0.10 -0.63
C 0.0045 2.5870 0.7660 0.01 -0.18 0.09 -0.24
C -1.3507 1.9751 0.5167 -0.07 0.08 0.01 -0.01
C -2.0615 2.3035 -0.6335 -0.04 -0.06 0.19 -0.21
C -3.1953 1.5901 -0.9825 -0.05 0.08 -0.19 -0.22
C -3.6061 0.5501 -0.1749 -0.38 -0.39 -0.32 -0.27
S -4.9649 -0.4919 -0.6878 -0.37 0.19 0.42 2.30
N -6.2053 -0.1635 0.3782 0.42 -0.41 -0.70 -1.06
O -4.5784 -1.8524 -0.4636 0.01 0.08 0.31 -0.94
O -5.4150 -0.0823 -1.9814 0.04 0.32 0.12 -0.93
C -2.9366 0.2327 0.9902 0.07 0.01 0.13 -0.22
C -1.8074 0.9508 1.3399 -0.18 0.02 -0.01 -0.19
H -2.1233 -2.3468 -0.2757 0.12 0.00 0.01 0.21
H -1.2169 -2.4253 1.2710 -0.03 -0.02 -0.03 0.19
H -1.0643 -3.7441 0.0939 -0.05 0.07 0.03 0.19
H 2.2593 -1.9223 -1.7099 -0.05 0.02 0.09 0.23
H 3.4105 -0.9761 0.9534 0.00 -0.08 0.03 0.23
H 3.6383 -2.6033 0.3314 0.00 0.05 0.05 0.24
H 4.7658 -1.6892 -1.7101 0.08 -0.07 -0.01 0.22
H 5.6163 -1.2528 -0.2155 0.01 -0.11 -0.06 0.22
H 4.8818 2.5251 0.0651 0.01 0.09 0.04 0.23
H 3.8143 1.3248 0.8241 -0.01 0.08 0.16 0.22
H 5.5883 1.0866 0.8376 0.05 0.05 0.12 0.22
H 2.1194 0.4046 -1.6766 -0.05 -0.01 0.21 0.41
H 0.9318 2.1729 -1.0615 -0.02 -0.06 0.06 0.38
H 0.3121 2.4266 1.8008 -0.07 0.15 -0.08 0.23
H 0.0254 3.6531 0.5347 -0.01 -0.06 0.07 0.21
H -1.7135 3.1056 -1.2689 0.03 0.09 -0.09 0.21
H -3.7502 1.7996 -1.8832 -0.01 0.08 -0.13 0.24
H -6.0214 -0.4302 1.3296 0.11 -0.11 0.20 0.40
H -6.5889 0.7610 0.2861 -0.04 0.25 -0.08 0.40
H -3.2824 -0.5963 1.5876 0.05 -0.12 0.15 0.23
H -1.2484 0.6908 2.2246 0.06 -0.04 0.06 0.24
```
Forces are in eV/Å.

As for the gap between HOMO and LUMO: 9.0 eV. As for the SMILES: COC(=O)[C@H](CCSC)NC(=O)NCc1ccc(S(N)(=O)=O)cc1. The total charge is 0. For the HOMO energy, the calculation gives -8.619 eV. Its LUMO energy is 0.40 eV.

(3)
# C14H21N7O6

2 unconnected molecules or ions with the total composition C14H21N7O6 (ωB97M-V with the def2-TZVPD basis set, the Open Molecules 2025 dataset).

The geometry in XYZ format:
```
48
Properties=species:S:1:pos:R:3:forces:R:3:nbo_charge:R:1
N -0.7294 -4.4399 5.6513 -0.85 -0.22 1.28 -0.79
C -0.5393 -3.6665 4.5709 1.18 -0.38 -0.30 0.60
N 0.4973 -3.9829 3.8756 0.54 0.71 -1.31 -0.55
C 0.7731 -3.2360 2.7366 -0.14 -0.21 0.07 0.35
N 1.8899 -3.5730 2.0763 0.37 0.84 -1.34 -0.38
C 2.1800 -2.8553 0.9724 -0.78 -0.19 1.08 0.04
C 1.3536 -1.8056 0.4947 -0.87 -0.13 1.09 0.11
C 1.7405 -0.9987 -0.7439 -1.43 0.20 -0.55 0.06
O 0.7276 -0.0407 -1.0876 0.21 -0.34 0.35 -0.72
C 1.9797 -1.8495 -2.0126 0.38 0.25 -0.08 0.07
O 3.2465 -2.5169 -1.9368 -0.08 -0.27 0.00 -0.73
C 0.8740 -2.8856 -2.2841 0.05 -0.48 -0.13 -0.08
O -0.4083 -2.2499 -2.4136 0.11 -0.01 0.08 -0.75
N 0.2249 -1.4754 1.1606 0.62 -0.71 0.30 -0.32
C -0.0555 -2.1818 2.2855 1.30 -0.83 -0.23 -0.02
C -1.2160 -1.9210 3.1439 -2.02 2.85 -1.05 0.64
O -2.0592 -1.0601 2.9288 0.46 -0.27 -0.42 -0.58
N -1.3836 -2.6350 4.2986 0.78 -1.45 0.33 -0.60
H -1.0878 -3.9712 6.4733 0.04 -0.37 0.02 0.39
H 0.0550 -5.0737 5.7774 -0.34 0.25 0.18 0.42
H 3.0928 -3.0993 0.4404 -0.06 -0.09 0.07 0.22
H 2.6579 -0.4487 -0.5111 -0.12 0.11 -0.13 0.20
H -0.0951 -0.5368 -1.2870 0.59 0.18 0.17 0.50
H 2.0059 -1.1688 -2.8720 -0.19 0.14 0.25 0.19
H 3.9805 -1.8832 -2.0400 -0.72 -0.26 -0.01 0.48
H 0.8438 -3.6269 -1.4791 0.08 0.05 0.06 0.17
H 1.1120 -3.4185 -3.2108 0.14 0.09 0.08 0.18
H -1.1031 -2.9053 -2.6096 0.68 0.33 0.19 0.49
H -2.2836 -2.5822 4.7541 0.04 0.30 -0.09 0.43
C -0.2741 2.5515 1.0209 0.14 -0.12 -0.41 -0.43
N 0.4749 3.4716 0.1621 -0.37 -0.51 1.08 -0.60
C 0.2568 3.7329 -1.1312 0.34 0.62 -0.83 0.66
O 0.9568 4.5531 -1.7129 -0.12 -0.07 -0.23 -0.64
C -0.8783 3.0216 -1.8801 -0.23 0.14 0.28 -0.31
N -2.1450 3.7636 -1.8267 1.24 -1.60 0.80 -0.61
C -2.5314 4.7868 -2.5867 -0.80 1.53 -1.07 0.68
C -1.6471 5.2936 -3.7075 0.01 -0.12 0.33 -0.72
O -3.6168 5.3110 -2.3908 -0.23 0.03 0.18 -0.64
H -0.0076 2.7166 2.0657 -0.02 0.11 -0.17 0.21
H -1.3477 2.7099 0.9094 0.03 -0.01 0.11 0.19
H -0.0363 1.5173 0.7642 -0.11 -0.04 0.09 0.23
H 1.2422 3.9798 0.5733 -0.05 0.06 -0.15 0.40
H -0.5678 2.8855 -2.9155 0.10 0.15 0.10 0.23
H -1.0233 2.0287 -1.4566 -0.18 0.01 -0.03 0.22
H -2.8076 3.5015 -1.1153 -0.07 0.07 0.01 0.40
H -0.7150 5.6700 -3.2929 0.22 -0.15 -0.09 0.25
H -1.4464 4.4891 -4.4105 0.23 -0.04 -0.11 0.22
H -2.1608 6.1043 -4.2211 -0.10 -0.17 0.13 0.24
```
Forces are in eV/Å.

As for the gap between HOMO and LUMO: 8.5 eV. As for the SMILES: Nc1nc2ncc([C@H](O)[C@@H](O)CO)nc2c(=O)[nH]1.CNC(=O)CNC(C)=O. The total charge is 0. For the HOMO energy, the calculation gives -9.010 eV. Its LUMO energy is -0.56 eV.

(4)
# C14H21NO10

2 unconnected molecules or ions with the total composition C14H21NO10 (ωB97M-V with the def2-TZVPD basis set, the Open Molecules 2025 dataset).

The geometry in XYZ format:
```
46
Properties=species:S:1:pos:R:3:forces:R:3:nbo_charge:R:1
C -2.6000 -2.6123 -1.7822 0.08 0.19 -0.10 -0.73
C -1.9959 -3.9793 -1.6339 -0.43 -0.49 0.40 0.79
O -2.4334 -4.7952 -0.8792 0.27 0.22 -0.22 -0.50
O -0.9535 -4.3354 -2.4895 -0.04 0.45 0.27 -0.57
C 0.3645 -4.0336 -2.1172 0.20 -0.28 0.06 0.79
O 1.1507 -4.9092 -2.0133 0.00 0.09 -0.23 -0.47
C 0.6601 -2.5430 -1.9832 -0.02 -0.37 -0.60 -0.34
N 1.9853 -2.1887 -2.4884 0.26 0.78 0.71 -0.45
C 2.0081 -0.9419 -3.2821 -0.05 -0.20 -0.13 -0.21
C 1.7062 0.3376 -2.4950 -0.12 0.07 -0.39 -0.44
C 0.2213 0.7529 -2.4065 0.10 0.24 0.33 -0.43
C -0.2742 1.0608 -0.9813 -0.43 0.14 -0.48 -0.07
O 0.7711 1.6300 -0.1931 -0.04 -0.23 -0.05 -0.50
C 1.3219 0.8370 0.7312 0.52 0.20 0.25 0.65
O 2.4246 1.0210 1.1662 -0.37 -0.02 -0.08 -0.57
C 2.9734 -2.3108 -1.5144 0.13 -0.66 0.17 0.88
O 2.8879 -3.0508 -0.5688 -0.24 0.54 -0.08 -0.58
O 4.0956 -1.5530 -1.7512 -0.50 0.30 -0.26 -0.72
H -2.9353 -2.4563 -2.8088 -0.01 -0.06 0.02 0.25
H -3.4318 -2.5365 -1.0870 -0.04 -0.02 -0.12 0.25
H -1.8930 -1.8144 -1.5530 0.06 -0.09 0.00 0.22
H -0.0690 -2.0432 -2.6155 0.07 0.10 0.09 0.22
H 0.5286 -2.2280 -0.9418 -0.07 -0.12 -0.01 0.23
H 2.9869 -0.8648 -3.7470 -0.01 -0.08 0.06 0.24
H 1.2837 -1.0640 -4.0911 0.02 -0.04 0.00 0.20
H 2.2415 1.1489 -2.9937 0.02 -0.03 0.08 0.23
H 2.1550 0.2852 -1.5052 0.03 -0.12 -0.02 0.21
H -0.4523 0.0051 -2.8309 0.06 -0.03 -0.05 0.20
H 0.0754 1.6535 -3.0060 0.02 -0.06 0.00 0.22
H -1.0798 1.7909 -1.0309 0.10 0.00 0.15 0.22
H -0.7078 0.1764 -0.5012 0.30 -0.03 0.15 0.17
H 0.6775 0.0089 1.0656 -0.09 -0.04 -0.09 0.10
H 4.1830 -0.9398 -1.0060 0.30 -0.33 0.06 0.51
C -2.1955 3.5656 5.6696 -0.19 0.11 -0.15 -0.63
C -1.5395 2.7530 4.5847 -0.04 0.13 0.19 0.06
C -0.2209 3.2861 4.0692 0.11 -0.05 0.01 -0.09
O -0.2037 2.7864 2.7244 0.03 0.03 0.03 -0.49
C -1.4853 2.6253 2.3280 -0.02 0.02 0.05 0.98
O -1.8165 2.3885 1.2102 -0.13 -0.03 0.02 -0.60
O -2.3275 2.7633 3.3750 0.05 -0.08 -0.03 -0.49
H -1.6133 3.5067 6.5887 0.02 -0.02 0.00 0.22
H -2.2820 4.6112 5.3718 0.05 0.00 -0.01 0.22
H -3.1999 3.1947 5.8695 0.04 -0.06 0.04 0.23
H -1.4360 1.7098 4.8965 0.01 -0.01 -0.03 0.19
H 0.6454 2.9237 4.6156 0.04 -0.09 -0.12 0.21
H -0.2015 4.3774 4.0310 -0.05 0.01 0.05 0.19
```
Forces are in eV/Å.

As for the gap between HOMO and LUMO: 10.4 eV. As for the SMILES: CC(=O)OC(=O)CN(CCCCOC=O)C(=O)O.C[C@@H]1COC(=O)O1. The total charge is 0. For the HOMO energy, the calculation gives -9.983 eV. Its LUMO energy is 0.42 eV.

Number 3 is which compound?
C14H21N7O6